# 1
ORCA calculation (ωB97M-V with the def2-TZVPD basis set) on 2 unconnected molecules or ions with the total composition C4H13N2O.

Values from the calculation:
Multiplicity: 1
Net charge: +1
Molar mass, g/mol: 105.16
ΔE to the lowest compared entry with this formula, charge and spin, eV: 0.7808
Frontier orbital gap, eV: 10.91
E, eV: -9380.8030
F_max, eV/Å: 3.26
HOMO energy, eV: -13.91

```
20
Properties=species:S:1:pos:R:3:lowdin_charge:R:1
C 1.969 -0.804 -1.444 -0.003
C 0.539 -0.670 -1.855 -0.538
O -0.402 -0.256 -1.188 0.000
N 0.321 -1.111 -3.141 0.163
H 2.304 -1.825 -1.260 0.098
H 2.124 -0.069 -0.643 0.088
H -0.558 -0.901 -3.575 0.109
H 1.073 -0.950 -3.798 0.109
H 2.728 -0.552 -2.222 0.101
C -0.709 1.148 2.077 -0.200
C -0.349 -0.255 2.367 -0.087
N -1.631 1.204 0.871 0.170
H -1.205 1.808 2.822 0.137
H 0.187 1.772 1.863 0.137
H 0.709 -0.473 2.643 0.105
H -0.651 -0.944 1.592 0.072
H -2.395 0.522 0.867 0.172
H -2.075 2.107 0.715 0.169
H -1.085 0.913 0.050 0.094
H -0.895 -0.662 3.260 0.103
```

---

# 2
ORCA calculation (ωB97M-V with the def2-TZVPD basis set) on 6 unconnected molecules or ions with the total composition C16H28Cl8O6.

Values from the calculation:
Multiplicity: 2
Net charge: -1
Molar mass, g/mol: 600.02
Frontier orbital gap (spin up / spin down), eV: 1.94 / 10.86
E, eV: -129510.3546
F_max, eV/Å: 4.37
HOMO energy (spin up / spin down), eV: 0.36 / -8.57

```
58
Properties=species:S:1:pos:R:3:lowdin_charge:R:1
C -0.138 3.387 -0.287 -0.120
C 0.570 2.264 0.570 -0.312
C -0.253 1.477 1.623 -0.146
O -0.445 0.220 1.083 0.036
C 0.188 0.073 -0.097 -0.506
O 0.212 -0.911 -0.810 0.105
O 0.857 1.235 -0.322 0.044
H -0.494 4.228 0.309 0.038
H -1.084 2.970 -0.634 0.051
H 0.502 3.713 -1.106 0.004
H 1.461 2.714 1.007 0.093
H -1.251 1.835 1.879 0.105
H 0.307 1.384 2.554 0.117
C 0.417 -2.541 3.554 0.002
C -0.101 -3.482 2.387 -0.320
C 0.786 -3.703 1.166 -0.101
O 0.781 -5.091 0.968 0.096
C 0.278 -5.676 2.028 -0.496
O 0.261 -6.917 2.158 0.089
O -0.063 -4.726 2.983 0.057
H 0.403 -1.557 3.084 0.062
H 1.365 -2.837 4.003 0.083
H -0.268 -2.485 4.401 0.074
H -1.082 -3.231 1.982 0.128
H 1.811 -3.369 1.329 0.136
H 0.451 -3.110 0.315 0.114
Cl -3.203 -4.058 -3.376 0.469
C -1.808 -2.885 -3.128 -0.627
C -2.271 -1.443 -2.931 -0.629
Cl -3.266 -1.458 -1.415 0.473
H -1.124 -2.937 -3.975 0.060
H -1.216 -3.237 -2.283 0.058
H -2.865 -1.013 -3.738 0.069
H -1.444 -0.742 -2.825 0.021
Cl -3.841 -2.224 2.970 0.474
C -4.212 -0.462 2.478 -0.602
C -4.433 0.446 3.711 -0.588
Cl -2.782 0.767 4.536 0.406
H -5.099 -0.404 1.846 0.063
H -3.478 -0.045 1.788 0.045
H -5.199 0.103 4.406 0.064
H -4.752 1.456 3.451 0.046
Cl 0.663 -0.227 -4.872 0.546
C 0.759 1.189 -3.779 -0.668
C 0.897 2.483 -4.577 -0.707
Cl 1.539 3.715 -3.533 0.522
H 1.589 1.027 -3.091 0.054
H -0.097 1.157 -3.106 0.052
H -0.039 2.830 -5.016 0.066
H 1.553 2.411 -5.444 0.057
Cl 4.221 2.759 1.369 0.542
C 4.292 3.748 -0.063 -0.745
C 5.412 3.332 -0.986 -0.712
Cl 5.000 1.928 -1.980 0.531
H 4.467 4.778 0.246 0.056
H 3.347 3.787 -0.605 0.050
H 6.376 3.220 -0.490 0.068
H 5.541 4.134 -1.713 0.054
```

---

# 3
ORCA calculation (ωB97M-V with the def2-TZVPD basis set) on a molecular structure, C6H7B.

Values from the calculation:
Multiplicity: 1
Molar mass, g/mol: 89.93
ΔE to the lowest compared entry with this formula, charge and spin, eV: 2.1394
Frontier orbital gap, eV: 9.25
E, eV: -7006.2830
F_max, eV/Å: 3.33
HOMO energy, eV: -9.03

```
14
Properties=species:S:1:pos:R:3:lowdin_charge:R:1
B 0.438 0.216 -0.916 -0.363
C 2.097 0.299 -1.342 0.129
C 1.893 0.088 -0.105 -0.165
C 1.361 -0.091 1.209 -0.030
C 0.112 0.014 0.805 -0.132
C -0.536 0.237 -2.105 -0.018
C -1.161 -0.077 1.652 -0.047
H 1.865 -0.581 2.041 0.127
H -0.123 -0.819 -2.272 0.112
H -0.136 0.915 -2.955 0.104
H -1.620 0.280 -1.927 0.061
H -1.881 0.656 1.420 0.058
H -0.959 0.011 2.739 0.082
H -1.348 -1.147 1.758 0.083
```

---

# 4
ORCA calculation (ωB97M-V with the def2-TZVPD basis set) on 7 unconnected molecules or ions with the total composition C50H40Cl8O6.

Values from the calculation:
Multiplicity: 1
Molar mass, g/mol: 1020.49
Frontier orbital gap, eV: 8.34
SMILES: O=C1c2ccccc2C(=O)c2ccccc21.O=C1c2ccccc2C(=O)c2ccccc21.O=C1c2ccccc2C(=O)c2ccccc21.ClCCCl.ClCCCl.ClCCCl.ClCCCl
E, eV: -164965.2886
F_max, eV/Å: 2.97
HOMO energy, eV: -9.59

```
104
Properties=species:S:1:pos:R:3:lowdin_charge:R:1
Cl 4.039 2.629 -1.480 0.533
C 3.033 2.713 0.011 -0.652
C 1.573 2.639 -0.253 -0.583
Cl 1.132 0.970 -0.939 0.565
H 3.291 3.745 0.336 0.084
H 3.405 2.070 0.793 0.050
H 1.236 3.298 -1.039 0.059
H 1.047 2.827 0.677 0.046
Cl -5.647 0.095 -2.839 0.590
C -4.709 -0.813 -4.021 -0.647
C -3.982 0.104 -5.054 -0.652
Cl -2.582 0.915 -4.436 0.656
H -5.373 -1.466 -4.563 0.060
H -3.957 -1.445 -3.444 0.073
H -4.647 0.853 -5.400 0.050
H -3.712 -0.394 -5.966 0.053
Cl -4.718 5.281 -3.799 0.511
C -3.627 4.511 -2.587 -0.637
C -2.338 5.336 -2.416 -0.694
Cl -2.597 6.946 -1.743 0.554
H -3.462 3.497 -2.902 0.026
H -4.263 4.593 -1.711 0.056
H -1.788 5.426 -3.391 0.085
H -1.633 4.767 -1.792 0.033
Cl -3.838 0.019 0.948 0.607
C -2.583 -0.029 -0.319 -0.635
C -2.610 1.319 -0.901 -0.606
Cl -1.835 2.628 0.217 0.528
H -2.937 -0.706 -1.064 0.054
H -1.612 -0.384 0.020 0.051
H -3.582 1.655 -1.163 0.024
H -1.904 1.398 -1.713 0.014
C -3.449 -3.591 -6.560 -0.058
C -3.079 -3.069 -7.778 -0.058
C -1.937 -2.274 -7.825 -0.004
C -1.118 -2.065 -6.736 -0.100
C -1.476 -2.612 -5.532 -0.101
C -2.633 -3.367 -5.440 -0.009
C -0.744 -2.190 -4.302 -0.300
O -1.228 -2.415 -3.220 0.090
C 0.546 -1.499 -4.464 -0.084
C 1.397 -1.357 -3.389 -0.041
C 2.535 -0.623 -3.514 -0.072
C 2.754 0.098 -4.713 -0.040
C 1.915 0.003 -5.791 0.007
C 0.818 -0.850 -5.673 -0.083
C -0.017 -1.083 -6.857 -0.317
O 0.118 -0.493 -7.880 0.134
H -4.370 -4.145 -6.447 0.107
H -3.675 -3.153 -8.673 0.108
H -1.666 -1.826 -8.794 0.131
H -2.845 -3.809 -4.488 0.113
H 1.173 -1.812 -2.450 0.102
H 3.208 -0.467 -2.680 0.096
H 3.553 0.805 -4.753 0.100
H 2.119 0.521 -6.728 0.129
C 3.439 -1.665 5.271 -0.053
C 4.230 -1.565 4.141 -0.081
C 3.764 -1.988 2.906 0.010
C 2.403 -2.336 2.746 -0.086
C 1.598 -2.265 3.894 -0.068
C 2.067 -1.969 5.161 -0.007
C 0.046 -2.537 3.895 -0.287
O -0.606 -2.445 4.896 0.112
C -0.564 -2.787 2.572 -0.085
C -1.943 -2.797 2.432 -0.001
C -2.510 -3.133 1.191 -0.086
C -1.719 -3.315 0.109 -0.094
C -0.361 -3.196 0.215 -0.044
C 0.262 -2.918 1.388 -0.049
C 1.817 -2.738 1.439 -0.262
O 2.452 -2.859 0.417 0.098
H 3.882 -1.396 6.277 0.131
H 5.279 -1.429 4.342 0.107
H 4.529 -2.100 2.125 0.129
H 1.397 -1.889 5.974 0.109
H -2.558 -2.745 3.292 0.113
H -3.547 -3.385 1.084 0.108
H -2.138 -3.660 -0.855 0.121
H 0.293 -3.559 -0.585 0.128
C -0.290 0.590 2.722 -0.066
C -1.178 0.502 3.819 -0.038
C -0.699 0.810 5.097 0.026
C 0.649 1.221 5.283 -0.090
C 1.479 1.301 4.184 -0.087
C 1.025 0.940 2.921 -0.019
C 2.896 1.762 4.338 -0.297
O 3.577 1.991 3.366 0.105
C 3.359 1.984 5.702 -0.083
C 4.697 2.279 5.965 0.009
C 5.159 2.429 7.263 -0.072
C 4.323 2.271 8.325 -0.066
C 2.991 1.996 8.088 0.004
C 2.467 1.879 6.797 -0.073
C 1.043 1.558 6.657 -0.294
O 0.244 1.453 7.580 0.102
H -0.627 0.379 1.688 0.070
H -2.208 0.231 3.620 0.094
H -1.391 0.798 5.968 0.136
H 1.768 0.927 2.129 0.100
H 5.348 2.488 5.131 0.120
H 6.142 2.809 7.419 0.104
H 4.746 2.380 9.337 0.122
H 2.248 1.972 8.889 0.126
```

---

# 5
ORCA calculation (ωB97M-V with the def2-TZVPD basis set) on C6H12N2O2 in the gas phase.

Values from the calculation:
Multiplicity: 1
Molar mass, g/mol: 144.17
ΔE to the lowest compared entry with this formula, charge and spin, eV: 2.9531
Frontier orbital gap, eV: 8.96
SMILES: C[C@H]1C[C@H]2[C@@H]1N2[C@@]([NH3+])([O-])O
E, eV: -13489.4732
F_max, eV/Å: 2.46
HOMO energy, eV: -8.54

```
22
Properties=species:S:1:pos:R:3:lowdin_charge:R:1
C 2.951 0.921 0.382 -0.078
C 1.447 0.890 0.582 -0.304
C 0.631 1.640 -0.524 -0.089
C 0.015 0.305 -0.930 -0.197
C 0.777 -0.411 0.126 -0.167
N -0.668 -0.225 0.254 0.022
C -1.443 -1.450 0.013 -0.773
N -2.895 -0.822 -0.370 0.218
O -1.105 -2.293 -0.858 -0.048
H 3.220 0.602 -0.636 0.085
H 3.340 1.939 0.532 0.078
H 3.458 0.252 1.093 0.078
H 1.185 1.175 1.611 0.135
H -0.078 2.410 -0.189 0.104
H 1.286 2.057 -1.301 0.110
H -0.275 -0.044 -1.921 0.145
H 1.197 -1.418 0.115 0.161
H -2.882 -0.500 -1.337 0.138
H -3.558 -1.608 -0.142 0.165
H -3.186 -0.045 0.221 0.131
O -1.754 -2.032 1.304 0.003
H -1.662 -1.344 1.973 0.083
```